[1]
{"formula": "C7H6N4", "method": "ωB97M-V with the def2-TZVPD basis set", "elements": ["C", "C", "C", "C", "C", "C", "C", "N", "N", "N", "N", "H", "H", "H", "H", "H", "H"], "coordinates": [[-1.59939, 0.52285, -0.03550], [1.16388, 1.65930, -0.51900], [-2.53402, -0.18797, 0.67014], [2.31380, 1.66254, -1.20505], [-0.44207, -0.24280, -0.06130], [0.74271, 0.28028, -0.56638], [-0.00102, -2.30616, 1.25861], [-2.09309, -1.35048, 1.04674], [2.48379, 0.49312, -1.80756], [-0.79899, -1.45189, 0.69275], [1.62253, -0.32057, -1.38934], [-1.86324, 1.49532, -0.43277], [0.81541, 2.44723, 0.00738], [-3.59406, 0.15939, 0.95068], [3.09390, 2.43644, -1.40896], [-0.43156, -3.28239, 1.50758], [1.12141, -2.01422, 1.29197]], "de_lowest_kcal_mol": 118.3, "total_charge": 0, "max_force_ev_per_a": 3.75, "homo_energy_ha": [-0.3157, -0.2882]}

=====

[2]
{"formula": "C28H43BFNO2PPd", "method": "ωB97M-V with the def2-TZVPD basis set", "elements": ["Pd", "C", "C", "C", "P", "C", "C", "C", "C", "C", "C", "C", "C", "C", "C", "N", "C", "C", "C", "C", "C", "C", "C", "C", "C", "H", "H", "H", "H", "H", "H", "H", "H", "H", "H", "H", "H", "H", "H", "H", "H", "H", "H", "H", "H", "H", "H", "H", "H", "H", "H", "H", "H", "H", "H", "H", "F", "C", "C", "C", "O", "B", "O", "C", "C", "C", "H", "H", "H", "H", "H", "H", "H", "H", "H", "H", "H", "H"], "coordinates": [[0.21749, -0.42652, -0.72049], [4.01133, 1.89527, -1.74060], [3.88319, 1.57880, -0.24335], [4.62731, 2.62658, 0.59802], [2.09537, 1.09903, 0.07065], [2.10428, 0.39589, 1.81599], [2.85206, -0.93992, 1.84019], [2.55702, 1.31995, 2.94201], [1.09985, 2.60841, 0.28552], [1.61913, 3.89662, 0.33707], [0.82097, 5.02813, 0.45106], [1.42054, 6.41355, 0.46545], [-0.55706, 4.83580, 0.51972], [-1.11343, 3.57539, 0.45844], [-0.31213, 2.41361, 0.31026], [-0.83461, 1.17316, 0.23168], [-2.21271, 0.94841, 0.15383], [-2.94818, 1.22265, -1.01539], [-2.25079, 1.76705, -2.23069], [-4.31443, 0.96871, -1.02486], [-4.97404, 0.43781, 0.07604], [-6.45036, 0.13819, 0.02786], [-4.22897, 0.14983, 1.21324], [-2.86520, 0.39212, 1.26648], [-2.05162, 0.05552, 2.48550], [5.06100, 1.95809, -2.04097], [3.53591, 2.85200, -1.96906], [3.52052, 1.12822, -2.34153], [4.36773, 0.61113, -0.07484], [4.63471, 3.59371, 0.09414], [5.67036, 2.32408, 0.71971], [4.19833, 2.76425, 1.58706], [1.03992, 0.18183, 1.95443], [3.93200, -0.79360, 1.74210], [2.50546, -1.57692, 1.02489], [2.67246, -1.46278, 2.78348], [3.64596, 1.39451, 2.98026], [2.22252, 0.92335, 3.90473], [2.13231, 2.31916, 2.82240], [2.68935, 4.03872, 0.29021], [2.48566, 6.37532, 0.69925], [0.93323, 7.04892, 1.20842], [1.30864, 6.90285, -0.50726], [-1.21065, 5.69855, 0.61168], [-2.18854, 3.45287, 0.50701], [-1.38989, 1.14117, -2.48858], [-1.87907, 2.77995, -2.05132], [-2.92811, 1.79089, -3.08446], [-4.88005, 1.18586, -1.92684], [-6.96914, 0.81634, -0.65101], [-6.90140, 0.22871, 1.01717], [-6.62606, -0.88249, -0.32349], [-4.72515, -0.27674, 2.08094], [-2.68045, -0.35934, 3.27433], [-1.54055, 0.94235, 2.86623], [-1.28423, -0.67366, 2.21346], [0.10431, -0.72680, -2.87291], [1.24297, -5.08505, -2.21430], [0.63111, -4.54827, -0.93034], [1.09812, -5.37657, 0.26853], [1.08805, -3.20406, -0.72622], [0.02239, -2.42135, -0.29553], [-1.12251, -3.19644, -0.17418], [-0.91785, -4.37006, -0.97570], [-1.41923, -4.02461, -2.38202], [-1.71718, -5.52494, -0.39504], [2.31250, -5.24300, -2.06761], [1.11495, -4.36385, -3.01981], [0.77994, -6.03432, -2.49347], [2.17944, -5.27045, 0.36221], [0.85404, -6.43438, 0.15121], [0.63881, -4.99573, 1.18200], [-0.85038, -3.17637, -2.77486], [-2.46210, -3.71474, -2.30350], [-1.34864, -4.87213, -3.06622], [-1.46782, -5.69713, 0.65131], [-1.52975, -6.43739, -0.96545], [-2.77898, -5.28371, -0.45430]], "total_charge": -1, "max_force_ev_per_a": 1.24, "spin_multiplicity": 3, "homo_energy_ha": [-0.1329, -0.1378]}

=====

[3]
{"formula": "C22H28N4O", "method": "ωB97M-V with the def2-TZVPD basis set", "elements": ["C", "C", "C", "C", "N", "C", "N", "C", "C", "C", "C", "C", "C", "N", "C", "C", "O", "N", "C", "C", "C", "C", "C", "C", "C", "C", "C", "H", "H", "H", "H", "H", "H", "H", "H", "H", "H", "H", "H", "H", "H", "H", "H", "H", "H", "H", "H", "H", "H", "H", "H", "H", "H", "H", "H"], "coordinates": [[5.24808, -0.68141, -2.11289], [3.78749, -1.02972, -1.84964], [3.59525, -1.91594, -0.61701], [3.89105, -1.21106, 0.71010], [2.95257, -0.15442, 1.01983], [1.83899, -0.43890, 1.73527], [1.61258, -1.55715, 2.37156], [0.41452, -1.37987, 3.01697], [-0.30899, -2.24730, 3.82223], [-1.51548, -1.80322, 4.33041], [-2.00056, -0.52761, 4.05711], [-1.29334, 0.35537, 3.25790], [-0.08819, -0.08561, 2.74505], [0.85643, 0.51154, 1.93208], [0.75107, 1.78651, 1.28303], [0.19797, 1.62882, -0.14648], [0.77884, 2.06951, -1.11416], [-0.96257, 0.94274, -0.16665], [-1.75920, 0.66017, -1.30570], [-1.22823, -0.04431, -2.38499], [0.18099, -0.54270, -2.37064], [-2.05001, -0.28861, -3.47836], [-3.36387, 0.13340, -3.48488], [-3.88692, 0.80324, -2.39188], [-3.09604, 1.07864, -1.28828], [-3.60914, 1.81235, -0.07392], [-5.01948, 2.37479, -0.19849], [5.33716, -0.11144, -3.03473], [5.84337, -1.58672, -2.21051], [5.66410, -0.08271, -1.30651], [3.39116, -1.56012, -2.71819], [3.20932, -0.10906, -1.74534], [2.56538, -2.27815, -0.58540], [4.25009, -2.78535, -0.69689], [3.82354, -1.92971, 1.52768], [4.89384, -0.77681, 0.69630], [2.86944, 0.57164, 0.32362], [0.06708, -3.23421, 4.03743], [-2.09979, -2.45947, 4.95838], [-2.94651, -0.21787, 4.47611], [-1.67177, 1.35076, 3.06379], [0.07915, 2.42488, 1.86438], [1.72893, 2.27400, 1.23433], [-1.37495, 0.69729, 0.72461], [0.42312, -0.98691, -1.40544], [0.33264, -1.28519, -3.14956], [0.86644, 0.28745, -2.53929], [-1.65064, -0.82524, -4.32619], [-3.99087, -0.06559, -4.34115], [-4.91795, 1.11583, -2.41178], [-2.92115, 2.63607, 0.14399], [-3.58279, 1.12879, 0.78363], [-5.08909, 3.06039, -1.03950], [-5.27543, 2.92012, 0.70754], [-5.74766, 1.57805, -0.32888]], "de_lowest_kcal_mol": 3.0, "total_charge": 0, "smiles": "CCCCNc1nc2ccccc2n1CC(=O)Nc1c(C)cccc1CC", "max_force_ev_per_a": 0.66, "homo_energy_ha": -0.2878}

=====

[4]
{"formula": "C23H23AsMgP", "method": "ωB97M-V with the def2-TZVPD basis set", "elements": ["C", "C", "C", "C", "C", "Mg", "P", "H", "H", "H", "H", "H", "H", "H", "H", "C", "C", "C", "C", "C", "C", "As", "C", "C", "C", "C", "C", "C", "C", "C", "C", "C", "C", "C", "H", "H", "H", "H", "H", "H", "H", "H", "H", "H", "H", "H", "H", "H", "H"], "coordinates": [[-0.57499, -4.23768, -0.87040], [0.68148, -4.27771, -1.54147], [0.68101, -3.30071, -2.56662], [-0.59398, -2.68542, -2.60100], [-1.40285, -3.25062, -1.56183], [-1.02015, -2.29370, 0.50441], [0.33347, -2.76176, 2.64802], [-0.94536, -4.96361, -0.13694], [1.49198, -4.96719, -1.31139], [1.51183, -3.06538, -3.22628], [-2.48939, -3.13934, -1.44349], [-0.90816, -1.87533, -3.25477], [1.45012, -2.08382, 3.20784], [0.71176, -4.06760, 3.04794], [-0.54978, -2.52544, 3.75180], [0.34951, 1.82847, 4.12066], [-0.79923, 1.12800, 3.73538], [-0.96640, 0.72899, 2.41112], [0.04995, 0.97544, 1.48003], [1.17760, 1.71829, 1.84039], [1.32409, 2.13818, 3.16613], [-0.16711, 0.14122, -0.29823], [-1.73731, 1.26671, -0.80867], [-2.90368, 0.56633, -1.14498], [-4.12616, 1.24615, -1.17620], [-4.16353, 2.62708, -0.93923], [-2.98175, 3.33176, -0.68770], [-1.75535, 2.65474, -0.61470], [1.59720, 0.62193, -1.05088], [1.80406, 1.70637, -1.91448], [3.10578, 1.99417, -2.34912], [4.18149, 1.18897, -1.94297], [3.95526, 0.07834, -1.11549], [2.65918, -0.22095, -0.68793], [0.47700, 2.13883, 5.15949], [-1.56932, 0.88874, 4.46619], [-1.88202, 0.20264, 2.10842], [1.93642, 1.95924, 1.08893], [2.21027, 2.70241, 3.45295], [-2.87051, -0.50832, -1.34535], [-5.04705, 0.69475, -1.37184], [-5.12428, 3.15044, -0.94653], [-3.01363, 4.40923, -0.52626], [-0.83674, 3.19632, -0.38408], [0.96241, 2.32415, -2.23604], [3.29064, 2.84741, -3.00298], [5.20045, 1.41783, -2.27623], [4.79214, -0.55284, -0.80121], [2.49363, -1.09572, -0.05441]], "de_lowest_kcal_mol": 0.0, "total_charge": -1, "max_force_ev_per_a": 1.15, "homo_energy_ha": [-0.0184, -0.0184]}